Entry 1:
Molecular formula: C5H4BrF2NOS
Method: DFT, ωB97M-V/def2-TZVPD

The calculation puts the max |F| at 0.0579 hartree/bohr. The calculation puts the gap between HOMO and LUMO at 9.13 eV. The molar mass comes out at 244.06 g/mol.

Each line ends with the Löwdin charge.
Positions of all 15 atoms, in Å:
Br (-2.133, 3.699, 2.198)  0.739
S (-1.326, 2.535, -1.019)  0.983
F (0.140, 3.979, 0.766)  -0.005
F (-1.518, 5.104, -0.040)  0.030
O (-2.481, 1.686, -0.759)  -0.506
N (0.056, -0.142, 1.073)  0.078
C (-0.332, -0.838, -0.021)  -0.166
C (-1.152, 3.975, 0.512)  -1.008
C (0.262, 1.083, 0.723)  -0.149
C (-0.424, -0.093, -1.137)  -0.091
C (0.081, 1.330, -0.799)  -0.359
H (-0.425, -1.957, 0.007)  0.130
H (0.729, 1.788, 1.318)  0.080
H (-0.881, -0.475, -1.993)  0.086
H (1.071, 1.554, -1.343)  0.159

=====

Entry 2:
Molecular formula: C5H4BrF8OPt2
Method: DFT, ωB97M-V/def2-TZVPD

Its charge is +3. The calculation puts the max |F| at 0.0633 hartree/bohr. The calculation puts the gap between HOMO and LUMO (alpha / beta) at 7.97 / 3.87 eV. The molar mass comes out at 702.13 g/mol. The energy above the lowest of the compared OMol25 structures with the same formula, charge and spin is 0.0000 eV. As for the spin multiplicity: 5.

Each line ends with the Löwdin spin population.
Positions of all 21 atoms, in Å:
Pt (-1.903, 2.227, 0.473)  1.516
Pt (-4.058, 0.419, 4.333)  0.984
Br (-3.102, 0.419, 1.837)  0.396
F (0.693, 2.562, 1.166)  0.018
F (1.057, -2.341, -2.441)  0.126
F (0.514, 0.482, -2.426)  0.070
F (0.670, 0.230, 2.785)  0.001
F (-1.034, -2.623, -2.214)  0.143
F (1.958, 1.488, -0.216)  0.004
F (-1.521, 0.076, -2.049)  0.063
F (2.604, 1.239, 2.626)  0.002
O (-0.095, 0.790, 0.245)  0.130
C (-0.281, -0.388, -1.859)  0.172
C (1.124, 1.356, 0.777)  0.008
C (-0.093, -1.812, -2.584)  0.183
C (1.694, 0.561, 1.954)  0.002
C (-0.070, -0.516, -0.301)  0.085
H (2.153, -0.371, 1.595)  0.000
H (-0.271, -1.664, -3.691)  0.088
H (0.867, -1.044, -0.114)  0.003
H (-0.905, -1.090, 0.104)  0.006